1.
C30H40BrFeN12OSe | ωB97M-V/def2-TZVPD

Geometry as XYZ:
```
86
Properties=species:S:1:pos:R:3:forces:R:3
Fe -0.291 0.189 1.661 0.46 -0.16 0.28
Br 6.880 -1.387 -2.559 0.02 0.01 0.00
C 5.442 -2.587 -2.452 -0.02 -0.02 0.01
C 4.919 -3.143 -3.614 0.01 0.00 0.01
C 3.855 -4.020 -3.524 -0.02 -0.02 0.01
C 3.288 -4.301 -2.279 0.02 0.08 0.02
C 3.850 -3.772 -1.109 -0.02 -0.02 -0.01
C 4.929 -2.920 -1.199 0.01 0.01 -0.03
N 2.192 -5.167 -2.270 0.01 -0.10 0.09
N 1.430 -5.270 -1.294 -0.07 0.08 -0.16
C 0.874 -4.343 -0.523 0.05 -0.05 0.08
C 0.422 -4.792 0.758 0.00 -0.01 0.00
C 0.005 -3.942 1.732 0.00 -0.06 -0.03
C -0.046 -2.544 1.461 -0.18 0.00 -0.04
O -0.376 -1.674 2.300 0.29 -0.05 0.10
C 0.263 -2.090 0.106 -0.07 -0.01 0.00
N 0.099 -0.763 -0.064 -0.23 0.11 0.09
C 0.343 -0.240 -1.252 -0.04 -0.03 0.01
C 0.715 -1.035 -2.340 -0.02 -0.05 -0.03
C 0.882 -2.389 -2.173 0.00 0.03 0.01
C 0.696 -2.948 -0.897 0.00 0.03 0.00
H 5.353 -2.902 -4.574 0.00 0.00 0.00
H 3.440 -4.487 -4.408 0.00 0.00 0.00
H 3.466 -4.056 -0.138 0.00 0.00 0.00
H 5.395 -2.524 -0.308 0.00 0.00 0.00
H 0.488 -5.857 0.943 -0.01 0.00 0.00
H -0.284 -4.293 2.713 0.01 0.00 0.00
H 0.212 0.828 -1.354 -0.02 0.01 -0.02
H 0.850 -0.574 -3.308 0.00 -0.01 0.00
H 1.135 -3.009 -3.020 0.03 -0.01 0.00
C -5.036 -0.207 0.734 0.01 0.02 -0.04
N -4.418 0.999 1.273 -0.06 -0.12 0.15
C -5.301 2.154 1.357 0.01 0.03 -0.05
C -3.150 1.028 1.710 0.05 0.11 0.28
N -2.270 0.084 1.634 0.15 0.09 -0.69
N -2.800 2.210 2.374 -0.06 -0.06 0.05
C -1.639 2.456 3.063 0.06 0.05 -0.09
N -1.731 3.454 3.964 0.00 0.02 -0.03
N -0.529 1.821 2.819 -0.31 -0.24 0.04
H -5.344 -0.028 -0.295 0.01 -0.01 -0.01
H -5.899 -0.476 1.343 -0.01 0.01 -0.01
H -4.355 -1.051 0.735 0.00 -0.01 0.02
H -6.146 1.978 0.697 0.00 -0.01 0.01
H -4.806 3.057 0.998 -0.01 0.00 -0.01
H -5.696 2.306 2.366 0.00 0.00 0.00
H -2.616 -0.723 1.137 -0.05 -0.01 0.01
H -3.569 2.813 2.611 0.00 0.02 -0.04
H -2.609 3.873 4.217 0.00 -0.01 0.01
H -0.925 3.734 4.493 0.00 0.01 -0.01
H 0.209 2.134 3.436 -0.02 0.03 0.00
C 2.388 1.590 1.707 -0.01 -0.02 -0.08
C 3.803 1.756 2.312 -0.01 0.00 -0.02
N 4.317 0.464 2.746 0.02 0.00 -0.02
C 3.511 -0.029 3.856 0.01 -0.03 0.01
C 2.012 -0.051 3.469 0.02 0.04 -0.03
N 1.839 0.235 2.012 0.06 0.19 0.09
C 2.719 -0.733 1.293 -0.04 -0.08 0.07
C 4.207 -0.471 1.636 -0.01 0.00 0.00
H 2.409 1.680 0.618 0.00 -0.01 0.00
H 1.705 2.353 2.072 0.01 0.00 0.00
H 3.788 2.427 3.172 -0.01 -0.01 0.01
H 4.484 2.182 1.576 0.00 0.02 0.01
H 3.677 0.607 4.726 0.00 0.00 0.00
H 3.860 -1.029 4.114 0.00 0.00 0.01
H 1.447 0.688 4.034 0.03 0.01 0.01
H 1.555 -1.019 3.669 -0.02 0.01 0.00
H 2.550 -0.648 0.221 0.00 0.02 0.01
H 2.426 -1.735 1.613 -0.01 0.00 -0.02
H 4.735 -0.051 0.777 0.01 0.00 0.01
H 4.706 -1.403 1.908 0.00 0.00 0.00
C -1.862 4.282 -1.952 0.03 0.00 -0.01
N -2.760 3.698 -2.930 -0.05 0.02 0.03
C -3.328 4.399 -3.979 0.00 0.00 -0.01
C -4.098 3.532 -4.660 0.02 0.00 -0.01
N -3.992 2.309 -4.026 0.00 -0.01 0.01
C -4.691 1.106 -4.451 0.00 0.00 -0.01
C -3.171 2.410 -2.959 -0.02 -0.07 -0.09
Se -2.695 1.046 -1.790 0.00 0.19 0.03
H -2.281 5.219 -1.591 0.00 0.00 0.00
H -0.887 4.473 -2.398 0.00 -0.01 0.00
H -1.756 3.579 -1.130 0.00 0.01 0.00
H -3.128 5.442 -4.143 0.00 0.00 0.01
H -4.705 3.668 -5.538 0.00 0.00 0.00
H -5.754 1.193 -4.234 0.00 0.00 0.00
H -4.277 0.260 -3.911 0.01 0.00 0.00
H -4.547 0.965 -5.521 0.00 0.01 0.00
```
Forces are in eV/Å.

The strongest force on any atom comes out at 0.71 eV/Å. The LUMO energy (alpha / beta) comes out at -6.097 / -6.732 eV. As for the total charge: +2. Its spin multiplicity is 2. For the HOMO-LUMO gap (alpha / beta), the calculation gives 5.80 / 5.17 eV. As for the energy above the lowest of the compared OMol25 structures with the same formula, charge and spin: 162.4 kJ/mol. The value obtained for the total energy is -8138.16635 hartree. For the highest occupied orbital energy (alpha / beta), the calculation gives -11.9 / -11.9 eV.

---

2.
C30H40BrNSiV | ωB97M-V/def2-TZVPD

Geometry as XYZ:
```
74
Properties=species:S:1:pos:R:3:forces:R:3
V -0.493 0.487 2.021 -0.56 -1.42 -3.12
C -2.108 2.940 4.945 0.11 0.03 0.08
C -0.952 3.003 5.730 -0.05 -0.11 -0.14
C 0.101 2.159 5.449 0.03 0.16 0.04
C 0.009 1.260 4.384 -0.22 0.14 0.50
N -1.102 1.257 3.589 -0.48 1.46 2.32
C -2.137 2.062 3.889 -0.18 0.03 0.04
C 0.954 0.175 4.103 0.26 -0.43 -0.10
C 2.133 -0.039 4.833 0.00 0.13 0.08
C 2.852 -1.200 4.642 0.05 0.07 0.10
C 2.403 -2.164 3.737 -0.11 -0.03 -0.14
C 1.268 -1.932 2.978 0.22 -0.12 0.15
C 0.539 -0.748 3.109 0.49 -0.36 0.47
H -2.960 3.571 5.153 -0.03 -0.03 -0.02
H -0.899 3.689 6.565 0.03 0.01 0.00
H 0.987 2.175 6.067 0.00 -0.04 -0.01
H -3.000 1.968 3.242 0.04 -0.02 -0.04
H 2.483 0.691 5.555 -0.01 -0.04 0.03
H 3.756 -1.373 5.212 0.00 0.01 -0.01
H 2.962 -3.085 3.617 -0.01 0.00 0.01
H 0.943 -2.679 2.262 0.04 0.01 -0.02
C -1.869 -0.369 1.461 0.50 0.73 -0.09
C -3.115 -1.015 1.205 -0.48 -0.32 -0.05
C -4.256 -0.246 0.894 0.21 -0.07 0.05
C -5.484 -0.841 0.674 -0.04 -0.02 -0.04
C -5.617 -2.222 0.750 -0.01 0.01 -0.01
C -4.502 -3.000 1.038 -0.06 -0.11 -0.05
C -3.269 -2.414 1.255 0.10 0.22 0.05
H -4.139 0.829 0.833 -0.05 0.01 -0.01
H -6.347 -0.229 0.440 0.01 0.00 0.01
H -6.580 -2.687 0.582 0.01 -0.01 0.00
H -4.602 -4.078 1.091 0.02 0.01 0.01
H -2.398 -3.016 1.485 -0.02 -0.03 0.01
C 1.514 -2.289 -2.977 -0.04 0.14 -0.03
C 1.532 -1.472 -1.674 -0.05 0.16 0.01
C 0.573 -2.136 -0.671 0.02 0.01 -0.04
C 2.946 -1.542 -1.077 0.01 0.07 -0.07
Si 1.044 0.355 -2.051 -0.17 -0.09 0.03
Br 0.942 1.380 0.062 0.35 0.14 -0.26
C -0.717 0.609 -2.798 0.17 0.01 0.13
C -0.640 0.522 -4.332 0.14 0.05 0.05
C -1.699 -0.461 -2.299 0.08 0.01 0.02
C -1.303 1.974 -2.400 0.02 -0.04 -0.02
C 2.418 1.430 -2.883 -0.10 -0.05 0.13
C 3.652 1.624 -1.987 -0.06 -0.04 0.00
C 2.873 0.767 -4.193 -0.08 -0.06 0.05
C 1.873 2.832 -3.203 0.00 -0.10 0.01
H 1.768 -3.328 -2.750 -0.01 -0.02 0.00
H 2.242 -1.921 -3.702 -0.04 -0.07 -0.02
H 0.528 -2.283 -3.449 0.04 -0.05 0.01
H 1.029 -3.067 -0.320 0.04 -0.01 -0.01
H -0.380 -2.400 -1.123 -0.04 0.05 0.03
H 0.365 -1.519 0.204 -0.02 -0.04 0.00
H 3.166 -2.580 -0.810 -0.02 -0.02 0.01
H 3.039 -0.941 -0.170 0.02 -0.01 -0.01
H 3.707 -1.225 -1.791 -0.02 -0.04 0.03
H -0.114 -0.375 -4.669 -0.07 0.00 -0.05
H -0.141 1.394 -4.761 -0.03 -0.10 -0.04
H -1.653 0.489 -4.742 -0.03 0.00 0.01
H -1.428 -1.456 -2.651 -0.03 -0.02 0.01
H -2.693 -0.236 -2.696 -0.01 0.02 0.00
H -1.771 -0.473 -1.209 0.02 -0.04 -0.03
H -0.650 2.808 -2.653 -0.08 0.00 0.04
H -1.513 2.004 -1.330 -0.01 0.04 -0.01
H -2.251 2.117 -2.927 -0.01 -0.02 -0.02
H 4.142 0.687 -1.732 0.00 0.09 0.01
H 3.400 2.141 -1.061 0.04 0.00 0.00
H 4.378 2.241 -2.525 0.00 0.01 -0.02
H 3.370 -0.186 -4.006 0.02 0.03 -0.04
H 3.591 1.420 -4.697 0.00 0.02 -0.01
H 2.039 0.595 -4.877 0.09 -0.02 -0.02
H 1.480 3.320 -2.309 0.01 0.04 -0.04
H 1.092 2.805 -3.964 0.04 0.06 0.07
H 2.688 3.451 -3.587 0.02 -0.01 -0.02
```
Forces are in eV/Å.

The strongest force on any atom comes out at 3.47 eV/Å. The LUMO energy (alpha / beta) comes out at 0.409 / -0.012 eV. As for the total charge: 0. Its spin multiplicity is 2. For the HOMO-LUMO gap (alpha / beta), the calculation gives 6.77 / 6.28 eV. As for the energy above the lowest of the compared OMol25 structures with the same formula, charge and spin: 60.4 kJ/mol. The value obtained for the total energy is -5029.34275 hartree. For the highest occupied orbital energy (alpha / beta), the calculation gives -6.4 / -6.3 eV.

---

3.
C30H40CaN2O2PS2 | ωB97M-V/def2-TZVPD

Geometry as XYZ:
```
78
Properties=species:S:1:pos:R:3:forces:R:3
Ca 0.453 -1.010 0.135 3.60 -0.50 0.27
C 2.627 -3.589 -1.312 0.36 0.00 -0.17
O 1.302 -3.187 -1.005 -0.40 -0.03 -0.03
C 0.392 -4.173 -0.774 -0.17 0.20 -0.06
C 0.707 -5.523 -0.808 0.10 -0.25 -0.03
C -0.272 -6.483 -0.594 -0.06 0.10 0.02
C -1.579 -6.096 -0.343 0.03 -0.12 -0.02
C -1.897 -4.752 -0.300 0.16 0.27 0.01
C -0.930 -3.766 -0.517 -0.01 -0.99 -0.21
N -1.215 -2.389 -0.481 -1.72 -0.02 -0.08
N -2.469 -2.155 -0.511 0.49 -0.63 -0.15
C -3.019 -0.934 -0.359 -0.18 0.75 0.06
C -2.327 0.274 -0.010 -0.05 -0.52 -0.20
O -1.063 0.333 0.113 -2.38 1.38 -0.03
C -3.126 1.448 0.208 -0.35 0.35 0.09
C -4.472 1.454 0.067 0.30 0.02 0.03
C -5.188 0.279 -0.300 -0.07 -0.32 -0.09
C -6.588 0.290 -0.446 0.03 0.05 0.01
C -7.271 -0.847 -0.790 -0.10 0.02 -0.03
C -6.561 -2.036 -1.004 0.11 0.04 0.04
C -5.194 -2.067 -0.871 -0.02 -0.10 -0.04
C -4.465 -0.916 -0.511 0.00 0.10 0.04
H 2.653 -4.146 -2.256 -0.12 -0.01 0.05
H 3.053 -4.197 -0.512 -0.06 0.06 0.06
H 3.209 -2.677 -1.392 -0.03 0.03 0.08
H 1.719 -5.847 -1.003 -0.01 0.07 0.02
H -0.003 -7.531 -0.612 0.01 0.00 -0.02
H -2.347 -6.840 -0.174 0.00 0.02 0.04
H -2.902 -4.429 -0.078 -0.04 -0.01 0.01
H -2.620 2.355 0.507 0.12 -0.03 0.00
H -5.031 2.368 0.237 0.00 0.01 0.02
H -7.116 1.222 -0.278 -0.01 -0.01 0.00
H -8.348 -0.829 -0.903 0.00 0.01 0.02
H -7.094 -2.940 -1.273 0.01 -0.01 -0.02
H -4.647 -2.981 -1.048 -0.02 -0.02 0.00
C 3.030 -1.806 4.297 -0.05 0.02 -0.09
C 2.585 -1.528 2.868 0.48 0.22 0.02
S 0.924 -1.995 2.543 -0.41 -0.24 0.18
C 3.449 -0.978 1.986 0.07 -0.22 0.46
C 4.863 -0.623 2.405 -0.15 -0.01 -0.01
S 3.139 -0.637 0.294 0.30 0.17 -0.25
H 2.203 -2.238 4.855 0.01 -0.02 0.03
H 3.342 -0.890 4.809 0.01 -0.04 0.04
H 3.868 -2.511 4.328 0.01 0.03 0.05
H 4.977 -0.544 3.487 0.05 -0.01 -0.05
H 5.143 0.329 1.950 0.06 0.01 0.02
H 5.570 -1.375 2.036 0.03 0.02 0.01
C 3.646 3.116 0.192 0.01 0.04 -0.01
C 2.542 3.354 -0.844 0.00 -0.30 0.02
C 3.105 3.053 -2.235 -0.08 0.00 0.04
P 1.089 2.221 -0.487 0.12 0.64 -0.19
C -0.212 2.843 -1.701 0.13 -0.04 0.05
C -0.209 1.932 -2.935 -0.07 0.05 0.10
C -0.212 4.312 -2.120 -0.06 -0.04 0.00
C 0.493 2.902 1.157 0.14 -0.12 0.02
C 1.107 2.079 2.300 -0.12 0.04 -0.14
C 0.643 4.399 1.419 -0.09 -0.04 -0.06
H 4.567 3.621 -0.118 -0.02 0.02 -0.01
H 3.850 2.046 0.281 0.02 0.01 0.03
H 3.380 3.497 1.179 0.02 -0.04 -0.03
H 2.212 4.397 -0.799 0.00 -0.01 -0.04
H 3.359 1.992 -2.309 0.02 0.01 -0.02
H 4.015 3.633 -2.405 0.01 -0.01 -0.01
H 2.401 3.296 -3.032 0.02 -0.03 -0.01
H -1.148 2.645 -1.178 -0.05 -0.01 0.07
H 0.685 2.075 -3.544 0.01 -0.01 0.00
H -1.081 2.136 -3.564 0.02 -0.01 -0.01
H -0.243 0.884 -2.631 -0.03 -0.01 -0.06
H 0.698 4.585 -2.658 0.00 0.00 0.01
H -0.314 4.985 -1.270 0.01 0.01 -0.04
H -1.058 4.497 -2.790 0.03 0.05 -0.01
H -0.572 2.666 1.142 -0.09 -0.02 -0.01
H 2.191 2.175 2.340 -0.01 -0.06 0.00
H 0.876 1.019 2.184 0.08 -0.06 0.13
H 0.701 2.406 3.261 -0.02 0.00 0.00
H 1.690 4.699 1.496 -0.03 0.01 -0.01
H 0.159 4.649 2.369 0.03 0.02 0.01
H 0.172 5.000 0.642 0.04 0.04 0.06
```
Forces are in eV/Å.

The strongest force on any atom comes out at 3.64 eV/Å. The LUMO energy comes out at 1.597 eV. As for the total charge: -1. For the HOMO-LUMO gap, the calculation gives 4.28 eV. As for the energy above the lowest of the compared OMol25 structures with the same formula, charge and spin: 48.1 kJ/mol. The value obtained for the total energy is -3242.62997 hartree. For the highest occupied orbital energy, the calculation gives -2.7 eV.